A single C4H8Se molecule at a distorted geometry, computed with ωB97M-V/def2-TZVPD.

Results
electronic energy	-2558.45522	Eh
total charge	0
F_max	3.41	eV/A
molecular weight	135.068	g mol⁻¹
LUMO energy	0.62	eV
energy relative to the best compared isomer or geometry (same formula, charge and spin)	397.79	kJ/mol
HOMO	-7.853	eV
gap between HOMO and LUMO	0.3112	hartree

Element x y z (Å)
Se -0.025632 -0.566030 -0.702199
C -0.450941 1.283083 -0.499615
C 1.822923 0.125332 -0.254923
C -0.828111 -1.349917 0.868434
C 2.333444 -0.342885 0.870041
H -1.928136 -1.752747 0.825893
H 0.276679 1.538683 0.356156
H 1.931011 -1.147407 1.642263
H -0.264678 -2.230792 0.975204
H 3.113576 0.269509 1.311143
H -1.382656 1.710629 -0.354781
H -0.090239 1.799291 -1.431458
H -0.667429 -0.642706 1.618908

Atomic forces in eV per Å
-0.2 -0.2 -0.9
3.1 1.4 0.2
0.1 -0.4 -0.4
-2.7 -0.9 -1.3
-1.0 -1.3 2.5
1.9 1.3 -0.3
-1.3 0.1 -1.4
0.7 1.5 -1.7
1.0 -1.0 0.6
0.5 -0.3 -0.2
-2.4 -0.2 0.6
0.1 -0.8 1.0
0.1 0.8 1.6


A molecular structure, C20H19IrOP at a distorted geometry, computed with ωB97M-V/def2-TZVPD.

Results
electronic energy	-1293.44518	Eh
total charge	+2
F_max	4.17	eV/A
molecular weight	498.562	g mol⁻¹
LUMO energy (spin up / spin down)	-7.29 / -10.89	eV
energy relative to the best compared isomer or geometry (same formula, charge and spin)	194.72	kJ/mol
HOMO (spin up / spin down)	-13.827 / -15.549	eV
spin multiplicity	6
gap between HOMO and LUMO (spin up / spin down)	0.2402 / 0.1711	hartree

Element x y z (Å)
Ir 0.020696 0.290765 -2.292367
P -0.736115 -0.155943 -0.221840
O 2.816759 -0.369464 -1.999647
C -0.603391 4.189579 -0.841004
C 1.108254 -4.359308 -0.591954
C 0.382391 0.141630 -4.310115
C 1.780684 -3.289432 -1.231707
C -0.623309 -2.877805 0.266365
C 1.133770 3.693760 0.786830
C 0.028352 -1.825231 -0.363997
C -0.860203 -0.125066 1.573160
C 1.672849 -0.779121 -1.882341
C 0.198041 -0.663578 3.684611
C -0.879129 2.814624 -0.946458
C -1.050688 -0.482321 4.312712
C 0.424780 4.630252 0.019258
C 1.184875 -2.028350 -1.164199
C -2.195723 -0.096206 3.585709
C -0.075397 -4.158150 0.131443
C -0.017029 1.870602 -0.355661
C 0.889993 2.318697 0.633834
C -2.095542 0.119819 2.211773
C 0.290841 -0.483389 2.303716
H -1.546363 -0.378865 -2.282638
H 1.468686 0.059617 -4.468729
H 1.086608 -0.972184 4.253070
H -3.170676 -0.002753 4.079963
H -1.130424 -0.682050 5.379080
H 2.747116 -3.426221 -1.737035
H -1.718989 2.486127 -1.572136
H -0.587548 -4.982764 0.613563
H -0.800631 1.312337 -3.161092
H 1.393568 1.629034 1.316061
H -1.512447 -2.674660 0.856379
H -0.113585 -0.779218 -4.664584
H 0.616792 5.701297 0.116151
H -1.197369 4.905530 -1.429161
H 1.243822 -0.664119 1.787800
H 1.855331 4.050437 1.522838
H -0.015886 0.970740 -4.925213
H 1.549273 -5.356554 -0.616304
H -2.963047 0.427922 1.623875

Atomic forces in eV per Å
-1.1 1.5 -1.0
-0.5 -0.8 2.2
-2.4 -1.3 -0.1
-0.3 -0.8 -0.4
0.5 0.5 -0.1
0.5 0.3 -1.8
-0.1 -0.3 0.3
0.5 -0.5 -0.3
0.1 -1.4 0.1
-0.1 0.2 -0.6
0.2 0.6 0.6
3.8 -0.4 1.6
-0.2 0.1 -0.3
-0.7 1.7 -0.8
-0.1 -0.1 -0.3
-0.5 0.0 -0.5
-0.1 -0.1 0.2
0.4 -0.2 0.1
-0.1 0.5 -0.1
-0.6 -0.6 0.1
1.0 1.2 0.7
0.3 0.0 -0.1
-0.1 -0.3 0.6
0.4 0.5 -0.4
-0.4 0.0 -0.1
-0.5 0.2 -0.2
0.5 0.0 -0.2
0.0 0.1 -0.2
-0.6 -0.1 0.1
0.3 0.2 0.5
0.2 -0.1 -0.1
-0.7 0.4 -0.2
-0.1 0.2 -0.5
0.1 -0.2 0.0
0.1 0.2 0.3
0.0 -0.3 0.1
0.3 -0.4 0.4
-0.4 0.0 0.3
-0.2 -0.2 -0.2
0.4 -0.6 0.2
-0.1 0.3 -0.1
0.2 -0.1 0.2